# C6H6NO3S

A gas-phase ion, C6H6NO3S (charge -1) at a distorted geometry (ωB97M-V with the def2-TZVPD basis set, OMol25).

Summary:
highest occupied orbital energy	-0.1461	Ha
orbital gap	0.275	Eh
LUMO level	3.4958	eV
SMILES	CC(=O)[C@@]1(C(=O)[O-])N=CCS1

```
! RIJCOSX wB97M-V def2-TZVPD def2/J DEFGRID3
* xyz -1 1
C -0.6491 -2.5611 -0.3547
C -0.3814 -1.2629 -1.0385
O -0.4209 -1.0238 -2.1966
C -0.2226 0.0806 0.0959
C -1.5137 0.2369 1.1884
O -1.3111 1.2795 1.8394
O -2.3250 -0.6705 1.1780
N 0.9460 0.1769 0.7230
C 1.6499 1.2390 0.6165
C 1.1506 2.2546 -0.4556
S -0.2676 1.4932 -1.2263
H -0.8638 -3.1830 -1.1181
H -1.4578 -2.4641 0.3151
H 0.0800 -2.8477 0.4230
H 2.6689 1.3802 1.1682
H 0.9738 3.2856 0.0643
H 1.9439 2.5865 -1.2220
*
```

=====

# C6H6NO6

A single C6H6NO6 molecule at a distorted geometry (ωB97M-V with the def2-TZVPD basis set, OMol25).

Summary:
highest occupied orbital energy (spin up / spin down)	-0.2112 / -0.3845	Ha
orbital gap (spin up / spin down)	0.203 / 0.313	Eh
LUMO level (spin up / spin down)	-0.2113 / -1.9489	eV
⟨S²⟩	3.763

```
! RIJCOSX wB97M-V def2-TZVPD def2/J DEFGRID3
* xyz 0 4
O -0.2392 1.6998 0.6759
O 1.0392 1.5396 1.1813
C 1.2148 -1.7322 0.4569
C 0.8580 -1.2351 -0.7630
C -0.1493 -0.1446 -0.8987
C -0.6928 0.3487 0.4426
C -0.2034 -0.2492 1.6944
C 0.6557 -1.3180 1.6821
O -0.6891 0.2030 2.8551
O 0.4396 0.8893 -1.6640
N -0.5786 1.5328 -2.6968
O -1.6671 1.7840 -2.2480
O -0.0273 1.6913 -3.7700
H 1.9647 -2.5316 0.4897
H 1.3490 -1.5111 -1.7057
H -1.0130 -0.5394 -1.4415
H -1.7800 0.4349 0.3892
H 0.8331 -1.8015 2.6378
H -1.3142 0.9393 2.6828
*
```

=====

# C6H6NOS

A gas-phase ion, C6H6NOS (charge -1) at a distorted geometry (ωB97M-V with the def2-TZVPD basis set, OMol25).

Summary:
highest occupied orbital energy	-0.0934	Ha
orbital gap	0.203	Eh
LUMO level	2.9719	eV
SMILES	CC(=C=S)/C=C\C=N\[O-]

```
! RIJCOSX wB97M-V def2-TZVPD def2/J DEFGRID3
* xyz -1 1
C 1.0917 -1.4118 -1.2321
C 0.5680 -0.8862 0.0608
C -0.4135 -1.5613 0.6729
S -1.1902 -2.8909 1.0518
C 0.9622 0.3974 0.7251
C 0.1424 1.4331 1.0091
C -1.2711 1.6406 0.5026
N -1.6170 1.2123 -0.6855
O -2.6967 1.5442 -1.2101
H 2.1568 -1.0811 -1.4593
H 1.1287 -2.4466 -1.1462
H 0.5767 -1.0286 -2.0436
H 2.0479 0.4874 1.0336
H 0.4340 2.3633 1.6426
H -1.9198 2.2282 1.0781
*
```

=====

# C6H6O

A single C6H6O molecule at a distorted geometry (ωB97M-V with the def2-TZVPD basis set, OMol25).

Summary:
highest occupied orbital energy	-0.3165	Ha
orbital gap	0.349	Eh
LUMO level	0.8794	eV
SMILES	Oc1ccccc1

```
! RIJCOSX wB97M-V def2-TZVPD def2/J DEFGRID3
* xyz 0 1
O -0.6347 1.7626 1.3504
C -0.2100 0.7736 0.4918
C 0.8007 -0.1115 0.8848
C 0.9491 -1.3300 0.2458
C 0.4925 -1.4080 -1.0861
C -0.4672 -0.4990 -1.4887
C -0.8183 0.6405 -0.7367
H -0.7053 1.3781 2.2293
H 1.2172 0.0911 1.8673
H 1.0468 -2.2693 0.7753
H 0.9656 -2.0445 -1.8226
H -1.0844 -0.6079 -2.3741
H -1.6727 1.2005 -1.0903
*
```

=====

# C6H6O

A single C6H6O molecule (ωB97M-V with the def2-TZVPD basis set, OMol25).

Summary:
highest occupied orbital energy (spin up / spin down)	-0.2803 / -0.2805	Ha
orbital gap (spin up / spin down)	0.242 / 0.242	Eh
LUMO level (spin up / spin down)	-1.0424 / -1.0391	eV

```
! RIJCOSX wB97M-V def2-TZVPD def2/J DEFGRID3
* xyz 0 1
O 1.2614 0.5397 1.0812
C 0.5890 0.7188 -0.7383
C 0.2028 -0.6791 -1.1275
C -0.4596 -1.4560 -0.0806
C -0.9848 -2.0771 0.8060
C 0.1786 1.3720 0.4454
C -0.6316 2.1793 1.0760
H 0.8164 -0.2004 1.5388
H 1.1658 1.2388 -1.5126
H 1.0879 -1.2067 -1.5057
H -0.4644 -0.5684 -1.9972
H -1.4666 -2.6258 1.5863
H -1.2950 2.7650 0.4282
*
```

=====

# C6H6O

A single C6H6O molecule at a distorted geometry (ωB97M-V with the def2-TZVPD basis set, OMol25).

Summary:
highest occupied orbital energy	-0.3372	Ha
orbital gap	0.324	Eh
LUMO level	-0.3656	eV
SMILES	CC1=CC(=O)C=C1

```
! RIJCOSX wB97M-V def2-TZVPD def2/J DEFGRID3
* xyz 0 1
C -0.1733 -0.5276 1.9058
C -0.0959 -0.0507 0.4749
C -1.0193 0.6478 -0.2016
C -0.5687 0.6892 -1.6400
O -1.0263 1.0116 -2.6990
C 0.8260 0.0904 -1.6657
C 1.0814 -0.2557 -0.4171
H -1.1748 -0.3428 2.3646
H 0.6147 0.0025 2.4558
H 0.1057 -1.5614 1.9561
H -1.9882 1.0155 0.1496
H 1.3920 0.0015 -2.5519
H 2.0266 -0.7203 -0.1313
*
```

=====

Record-wise molecular weight values, in g mol⁻¹: 172.19, 188.12, 140.19, 94.11, 94.11, 94.11
Record-wise ΔE to the lowest compared entry with this formula, charge and spin values, in kJ/mol: 229.5, 240.0, 421.9, 107.9, 754.7, 131.7